Model w:
C2H4O2S2 in the gas phase. Source: OMol25; level of theory: ωB97M-V/def2-TZVPD.

Structure (XYZ):
```
10
Properties=species:S:1:pos:R:3
C 0.29338 1.91414 0.69666
O -0.08136 0.81753 -0.12740
O 0.27973 -0.61887 0.34340
C 0.01856 -1.65554 -0.41098
S 1.05873 -2.85868 -0.28155
S -1.35728 -1.52377 -1.49663
H 0.36535 1.63099 1.83817
H -0.42936 2.66818 0.58319
H 1.23041 2.45052 0.41862
H -1.37816 -2.82449 -1.56348
```

The SMILES is COOC(=S)S. Its molecular weight is 124.2 g/mol.

=====

Model x:
C2H4O2S2 in the gas phase. Source: OMol25; level of theory: ωB97M-V/def2-TZVPD.

Structure (XYZ):
```
10
Properties=species:S:1:pos:R:3
C 0.79639 -0.56748 0.06124
C -0.52578 0.04605 -0.26724
O -0.78511 1.18198 -0.46208
S -1.79115 -1.32521 -0.21532
O -3.21184 -0.58451 -0.71814
S -3.93072 0.59375 0.40794
H 1.07351 -0.41428 1.20954
H 0.53194 -1.58983 -0.17482
H 1.55334 0.02029 -0.51160
H -3.76737 1.83313 -0.05170
```

The SMILES is CC(=O)SOS. Its molecular weight is 124.2 g/mol.

=====

Most favorable structure: model x. The second most favorable one is 2.228 eV above it.

=====

Model w:
A molecular structure, C2H4O2S2. Source: OMol25; level of theory: ωB97M-V/def2-TZVPD.

Structure (XYZ):
```
10
Properties=species:S:1:pos:R:3
C 0.82090 0.33218 -0.70865
C 0.15783 -0.98042 -0.42609
O 0.12722 2.14161 1.87164
O -2.27568 -0.88837 0.79020
S -0.50596 1.56523 0.69004
S -0.91359 -0.56368 1.07256
H 1.83192 0.57983 -0.55913
H 0.58618 0.88797 -1.57406
H -0.48057 -1.28452 -1.11969
H 0.65176 -1.78983 -0.03682
```

Its molecular weight is 124.2 g/mol.

=====

Model x:
2 unconnected molecules or ions with the total composition C2H4O2S2. Source: OMol25; level of theory: ωB97M-V/def2-TZVPD.

Structure (XYZ):
```
10
Properties=species:S:1:pos:R:3
O -2.66398 -1.03608 0.87526
S -2.43813 0.26144 0.32057
O -2.21364 1.36002 1.20543
S -2.97842 0.59605 -1.48747
C 0.00679 -0.59677 0.27394
C 0.18137 0.58050 -0.31912
H 0.09297 -0.71488 1.34250
H -0.17195 -1.49889 -0.28651
H 0.13667 0.69605 -1.39021
H 0.40407 1.47172 0.24362
```

The SMILES is O=S(=O)=S.C=C. Its molecular weight is 124.2 g/mol.

=====

Most favorable structure: model x. The second most favorable one is 1.208 eV above it.

=====

Model w:
C6H10 in the gas phase. Source: OMol25; level of theory: ωB97M-V/def2-TZVPD.

Structure (XYZ):
```
16
Properties=species:S:1:pos:R:3
C 0.63422 2.23215 1.85182
C 0.88432 1.26545 1.02315
C 0.94887 0.27716 0.18657
C -0.39017 -0.34324 -0.25535
C -0.55088 -0.14644 -1.75870
C -0.40926 -1.81270 0.14924
H 0.50928 3.23698 1.46700
H 0.59780 2.02147 2.91375
H 1.95693 -0.03451 -0.14080
H -1.25888 0.14302 0.23298
H -1.42832 -0.67006 -2.15499
H 0.34278 -0.53894 -2.25052
H -0.64140 0.91713 -2.00996
H -0.39666 -1.92268 1.24013
H -1.28817 -2.33783 -0.24135
H 0.48954 -2.28696 -0.25296
```

The SMILES is C=C=CC(C)C. Its molecular weight is 82.1 g/mol.

=====

Model x:
C6H10 in the gas phase. Source: OMol25; level of theory: ωB97M-V/def2-TZVPD.

Structure (XYZ):
```
16
Properties=species:S:1:pos:R:3
C 0.64336 2.24021 1.91441
C 0.92130 1.27568 1.07975
C 0.98485 0.27171 0.24844
C -0.31643 -0.35913 -0.20692
C -0.55061 -0.14687 -1.70278
C -0.37452 -1.82807 0.21425
H 0.50267 3.26189 1.57276
H 0.51096 2.03238 2.97247
H 1.93244 -0.13493 -0.10872
H -1.11095 0.17302 0.32993
H -1.52855 -0.54182 -2.00126
H 0.21728 -0.64223 -2.30893
H -0.53001 0.92291 -1.93852
H -0.23904 -1.91522 1.29805
H -1.34329 -2.26932 -0.04527
H 0.41178 -2.41782 -0.27254
```

The SMILES is C=C=CC(C)C. Its molecular weight is 82.1 g/mol.

=====

Model y:
2 unconnected molecules or ions with the total composition C6H10. Source: OMol25; level of theory: ωB97M-V/def2-TZVPD.

Structure (XYZ):
```
16
Properties=species:S:1:pos:R:3
C 2.23714 -0.36955 0.10519
C 0.83866 0.01141 -0.35918
C -0.34417 -0.64279 0.42677
C -3.10996 0.00297 -0.55886
C -0.72874 0.77389 0.81222
C 0.28178 1.33153 0.13938
H 2.32458 -0.25672 1.19231
H 2.99552 0.26988 -0.36090
H 2.46964 -1.40958 -0.15130
H 0.75091 -0.12375 -1.44573
H -1.05056 -1.20988 -0.19712
H -0.03599 -1.29095 1.25580
H -3.13606 -1.07071 -0.86001
H -2.56548 0.46477 -1.41487
H -1.54122 1.16215 1.41759
H 0.61395 2.35732 -0.00129
```

Its molecular weight is 82.1 g/mol.

=====

Model z:
C6H10 in the gas phase. Source: OMol25; level of theory: ωB97M-V/def2-TZVPD.

Structure (XYZ):
```
16
Properties=species:S:1:pos:R:3
C -2.27356 0.22292 0.52176
C -1.42039 1.24131 0.37067
C -0.13956 1.30949 -0.33723
C 0.50895 0.33170 -0.97349
C 0.55458 -1.10425 -0.59920
C 1.70375 -0.92188 0.45452
H -2.07339 -0.80462 0.24099
H -3.25701 0.40840 0.93367
H -1.75676 2.21434 0.71995
H 0.31609 2.29615 -0.37975
H 1.38342 0.58311 -1.57004
H 0.81179 -1.76854 -1.43608
H -0.34317 -1.52227 -0.13345
H 1.24576 -0.89242 1.44390
H 2.24194 0.03880 0.38100
H 2.45082 -1.69988 0.36051
```

The SMILES is C=C/C=C\CC. Its molecular weight is 82.1 g/mol.

=====

Most favorable structure: model x. The second most favorable one is 0.112 eV above it.

=====

Model w:
2 unconnected molecules or ions with the total composition C3H7BrNO. Source: OMol25; level of theory: ωB97M-V/def2-TZVPD.

Structure (XYZ):
```
13
Properties=species:S:1:pos:R:3
C 2.50375 0.52635 -0.59285
C -1.47253 -0.71011 1.22098
C -1.52772 -0.18975 -0.10765
N -0.70197 0.58037 -0.73623
O 1.67247 0.44970 0.28667
Br 4.12382 -0.56708 -0.57810
H -2.42605 -0.48395 1.79880
H -1.31066 -1.79543 1.02874
H -0.57469 -0.20306 1.73882
H -2.18494 -0.49938 -0.86530
H -0.78786 0.80896 -1.70503
H -0.01741 0.79546 -0.23938
H 2.70380 1.28793 -1.24948
```

Its net charge is +1. Its molecular weight is 153.0 g/mol.

=====

Model x:
A molecular structure, C3H7BrNO. Source: OMol25; level of theory: ωB97M-V/def2-TZVPD.

Structure (XYZ):
```
13
Properties=species:S:1:pos:R:3
C 0.65722 0.60330 1.46516
C -1.38133 0.36468 -2.43380
C 0.00511 -1.10328 -1.36759
N 1.12916 0.11495 2.59047
O -0.44329 -0.49013 -2.35522
Br -1.04178 -0.98545 0.36016
H -0.15442 1.28757 1.35953
H 1.40946 0.70530 0.60706
H -2.13621 0.56457 -1.82172
H -1.39499 0.82213 -3.38478
H 0.82660 -1.65777 -1.17289
H 0.48016 0.11076 3.41921
H 2.04431 -0.33663 2.73442
```

Its net charge is +1. Its molecular weight is 153.0 g/mol.

=====

Most favorable structure: model w. The second most favorable one is 3.610 eV above it.

=====

Model w:
2 unconnected molecules or ions with the total composition C3H7BrNO. Source: OMol25; level of theory: ωB97M-V/def2-TZVPD.

Structure (XYZ):
```
13
Properties=species:S:1:pos:R:3
C -1.30296 0.11433 0.52548
C -0.50894 1.21297 -0.21088
C 0.11472 -0.76166 -1.00267
N -0.75729 -1.08489 -0.09940
O 0.30763 0.48568 -1.15594
Br 3.97263 -0.00350 0.04280
H -1.11856 0.10418 1.60177
H -2.38127 0.17531 0.35336
H -1.12963 1.91165 -0.77360
H 0.16710 1.77339 0.43755
H 0.67276 -1.45720 -1.61808
H 5.33415 -0.23171 0.19228
H -1.03814 -2.02161 0.15325
```

Its net charge is +1. Its molecular weight is 153.0 g/mol.

=====

Model x:
2 unconnected molecules or ions with the total composition C3H7BrNO. Source: OMol25; level of theory: ωB97M-V/def2-TZVPD.

Structure (XYZ):
```
13
Properties=species:S:1:pos:R:3
C 1.74164 -0.67842 -0.06254
C -0.46403 1.19341 -0.73358
C -0.11441 0.26624 0.44392
N -0.89262 -0.97544 0.54932
O 1.61874 -1.77386 -0.54688
Br 3.19020 0.46749 0.22323
H 0.38604 1.69091 -1.17049
H -0.99665 0.71556 -1.47532
H -1.17720 2.00488 -0.34357
H -0.08995 0.73594 1.35637
H -0.88396 -1.34962 1.60809
H -0.50701 -1.63350 -0.16518
H -1.81079 -0.66358 0.31663
```

Its net charge is +1. Its molecular weight is 153.0 g/mol.

=====

Most favorable structure: model w. The second most favorable one is 2.052 eV above it.

=====

Model w:
A gas-phase ion, C4H11N2 (charge +1). Source: OMol25; level of theory: ωB97M-V/def2-TZVPD.

Structure (XYZ):
```
17
Properties=species:S:1:pos:R:3
C -0.48417 1.85114 -1.10350
C -0.58155 1.25824 0.26802
C 0.72661 0.66423 0.74392
N 1.05643 -0.50133 -0.14098
C 0.01794 -1.64946 -0.17722
N -0.70253 -2.60281 0.52672
H -1.46310 2.13625 -1.51833
H 0.40261 2.52059 -1.09681
H -0.34270 0.97868 -1.72017
H -1.21210 0.35968 0.25011
H -0.92777 1.91720 1.07258
H 0.79273 0.48164 1.82976
H 1.58317 1.25173 0.40142
H 2.00752 -0.81679 -0.01840
H -0.10577 -1.94767 -1.20686
H -0.50999 -2.39368 1.52565
H -0.25733 -3.50765 0.36411
```

The SMILES is CCCNC=[NH2+]. Its net charge is +1. Its molecular weight is 87.1 g/mol.

=====

Model x:
A gas-phase ion, C4H11N2 (charge +1). Source: OMol25; level of theory: ωB97M-V/def2-TZVPD.

Structure (XYZ):
```
17
Properties=species:S:1:pos:R:3
C -0.20604 -1.58542 0.54577
C -0.82962 -0.17623 0.77402
C 0.29492 0.96626 0.96514
C 0.31192 1.66533 -0.43358
N 0.29438 0.72058 -1.50125
N 0.12749 -1.70288 -0.83612
H 0.69532 -1.71733 1.21105
H -0.91093 -2.36457 0.91739
H -1.63529 -0.17466 1.52517
H -1.32134 -0.09629 -0.18302
H 1.27262 0.38809 1.10236
H 0.11734 1.58348 1.85989
H 1.29416 2.36262 -0.52994
H -0.55775 2.34579 -0.42208
H 0.20415 -2.66372 -1.17647
H 0.32407 -0.82246 -1.37977
H 0.52458 1.27139 -2.43855
```

Its net charge is +1. Its molecular weight is 87.1 g/mol.

=====

Most favorable structure: model w. The second most favorable one is 2.232 eV above it.